1.
{"formula": "C24H52N3O11P", "method": "wB97M-V/def2-TZVPD", "symbols": ["C", "C", "O", "C", "C", "C", "C", "C", "O", "P", "O", "O", "O", "C", "C", "C", "C", "N", "C", "N", "N", "H", "H", "H", "H", "H", "H", "H", "H", "H", "H", "H", "H", "H", "H", "H", "H", "H", "H", "H", "H", "H", "H", "H", "H", "H", "H", "H", "H", "O", "C", "O", "C", "C", "C", "H", "H", "H", "H", "H", "H", "H", "H", "O", "C", "O", "C", "C", "C", "H", "H", "H", "H", "H", "H", "H", "H", "O", "C", "O", "C", "C", "C", "H", "H", "H", "H", "H", "H", "H", "H"], "positions_angstrom": [[-1.761, 5.046, 1.584], [-3.070, 5.019, 0.812], [-2.999, 4.215, -0.349], [-2.495, 4.897, -1.481], [-2.218, 3.895, -2.586], [-1.531, 2.601, -2.141], [-0.348, 2.830, -1.203], [0.129, 1.593, -0.431], [-0.888, 0.566, -0.370], [-0.415, -0.934, -0.395], [0.268, -1.357, -1.629], [0.486, -1.135, 0.907], [-1.715, -1.724, 0.001], [-2.584, -2.174, -1.065], [-2.550, -3.684, -1.207], [-1.137, -4.254, -1.404], [-0.680, -4.291, -2.869], [-0.322, -5.645, -3.288], [0.334, -5.818, -4.531], [0.967, -6.863, -4.854], [0.289, -4.744, -5.427], [-0.974, 5.553, 1.021], [-1.886, 5.574, 2.531], [-1.420, 4.029, 1.788], [-3.866, 4.604, 1.434], [-3.365, 6.041, 0.542], [-1.585, 5.457, -1.227], [-3.235, 5.633, -1.824], [-3.180, 3.630, -3.037], [-1.642, 4.387, -3.375], [-2.270, 1.927, -1.713], [-1.140, 2.114, -3.038], [-0.555, 3.629, -0.490], [0.496, 3.159, -1.813], [0.366, 1.861, 0.601], [1.040, 1.189, -0.881], [1.403, -1.263, 0.615], [-2.306, -1.689, -2.004], [-3.582, -1.831, -0.793], [-3.149, -3.933, -2.088], [-3.012, -4.153, -0.337], [-0.416, -3.652, -0.853], [-1.092, -5.256, -0.975], [0.188, -3.649, -3.014], [-1.488, -3.871, -3.491], [-1.112, -6.274, -3.234], [0.958, -7.519, -4.078], [0.249, -5.091, -6.376], [-0.488, -4.121, -5.261], [2.348, -3.537, 6.930], [1.344, -3.218, 6.355], [0.853, -4.058, 5.412], [-0.383, -3.801, 4.734], [-0.203, -2.805, 3.608], [0.665, -1.889, 6.585], [-1.149, -3.482, 5.442], [-0.689, -4.772, 4.347], [0.131, -1.844, 3.998], [-1.135, -2.643, 3.067], [0.548, -3.158, 2.902], [1.193, -1.134, 6.009], [0.755, -1.637, 7.639], [-0.384, -1.853, 6.313], [2.201, 3.021, -3.790], [2.140, 1.984, -4.396], [1.264, 1.055, -3.980], [1.019, -0.173, -4.683], [2.031, -1.238, -4.338], [3.052, 1.685, -5.562], [0.944, 0.010, -5.756], [0.033, -0.479, -4.334], [3.044, -0.963, -4.639], [1.775, -2.182, -4.823], [2.021, -1.385, -3.260], [4.015, 1.365, -5.165], [3.198, 2.608, -6.118], [2.682, 0.921, -6.240], [-0.078, 1.081, 5.807], [0.840, 1.677, 5.314], [1.460, 2.622, 6.047], [2.635, 3.308, 5.599], [2.306, 4.475, 4.692], [1.266, 1.431, 3.883], [3.333, 2.609, 5.137], [3.102, 3.664, 6.516], [1.814, 4.149, 3.775], [3.218, 5.007, 4.420], [1.638, 5.168, 5.202], [0.585, 1.978, 3.230], [1.154, 0.370, 3.674], [2.285, 1.727, 3.653]], "mulliken_charge": [-1.001, -0.327, -0.331, -0.703, -0.999, -0.268, 0.085, -0.239, -0.021, -0.016, -0.187, -0.332, -0.238, -0.433, -1.005, -0.184, -0.474, -0.354, 0.509, -0.799, -0.411, 0.279, 0.458, 0.109, 0.348, 0.333, 0.381, 0.463, 0.422, 0.329, 0.395, -0.053, -0.013, 0.170, -0.020, 0.453, 0.315, 0.253, 0.390, 0.428, 0.374, -0.005, 0.553, 0.213, 0.213, 0.236, 0.266, 0.295, 0.193, -0.583, 0.740, -0.378, -0.778, 0.037, -0.699, 0.432, 0.333, -0.322, 0.257, 0.295, -0.065, 0.426, 0.287, -0.582, 0.921, -0.357, -0.429, -0.746, -1.284, 0.455, 0.242, 0.368, 0.263, 0.116, 0.286, 0.368, 0.349, -0.578, 0.555, -0.371, -0.395, -0.814, -0.069, 0.341, 0.329, 0.160, 0.359, 0.296, -0.079, -0.117, 0.382], "e_homo_ev": -9.184, "orbital_gap_ev": 9.52, "smiles": "[H]/N=C(/N)NCCCCO[P@](=O)(O)OCCCCCOCC.CCOC(C)=O.CCOC(C)=O.CCOC(C)=O", "e_tot_ha": -2279.05390, "e_lumo_ha": 0.012}


2.
{"formula": "C4H30N2O11", "method": "wB97M-V/def2-TZVPD", "symbols": ["O", "C", "O", "C", "C", "C", "N", "N", "H", "H", "H", "H", "H", "H", "H", "H", "H", "H", "H", "H", "H", "H", "O", "H", "H", "O", "H", "H", "O", "H", "H", "O", "H", "H", "O", "H", "H", "O", "H", "H", "O", "H", "H", "O", "H", "H", "O"], "positions_angstrom": [[1.136, 1.606, 3.614], [0.660, 0.720, 2.986], [-0.364, -0.104, 3.332], [1.313, 0.385, 1.593], [0.672, -0.252, 0.343], [-0.456, -1.177, 0.660], [-1.399, -1.416, -0.489], [1.849, 1.797, 1.252], [-0.361, -0.525, 4.214], [2.110, -0.337, 1.776], [1.458, -0.823, -0.173], [0.485, 0.513, -0.421], [-1.270, -0.846, 1.365], [-0.207, -2.183, 1.046], [-2.189, -1.958, -0.197], [-1.709, -0.472, -0.802], [-1.048, -1.807, -1.419], [2.048, 1.938, 0.268], [1.097, 2.518, 1.402], [2.717, 1.901, 1.879], [-3.351, 1.492, 2.007], [-2.588, 2.705, 2.305], [-2.500, 1.906, 1.769], [3.804, -0.368, 1.239], [5.178, 0.382, 1.364], [4.325, 0.363, 0.901], [3.706, 0.798, -0.988], [3.226, 1.660, -2.244], [3.196, 1.598, -1.288], [2.277, -2.248, 3.441], [3.276, -1.133, 3.972], [2.475, -1.296, 3.462], [-4.725, -0.427, -1.080], [-3.868, 0.686, -0.614], [-3.791, -0.203, -1.008], [-2.648, 2.299, -3.985], [-2.297, 1.047, -4.547], [-2.336, 1.442, -3.651], [0.131, 2.270, -1.994], [-1.096, 1.621, -2.577], [-0.501, 1.577, -1.777], [-0.369, -2.326, -3.595], [0.582, -1.355, -2.871], [0.036, -2.139, -2.737], [-3.601, -3.190, -2.203], [-2.431, -3.524, -3.200], [-2.653, -3.114, -2.331]], "nbo_charge": [-0.537, 0.823, -0.719, -0.156, -0.477, -0.228, -0.699, -0.710, 0.536, 0.272, 0.221, 0.287, 0.248, 0.225, 0.440, 0.454, 0.481, 0.469, 0.450, 0.487, 0.475, 0.484, -0.957, 0.476, 0.513, -0.975, 0.511, 0.498, -0.995, 0.502, 0.506, -0.984, 0.491, 0.487, -0.972, 0.493, 0.492, -0.941, 0.475, 0.511, -1.010, 0.498, 0.489, -0.939, 0.492, 0.492, -0.978], "e_homo_ev": -16.897, "orbital_gap_ev": 11.72, "e_above_lowest_ev": 0.000, "e_tot_ha": -1107.01545, "charge": 2, "e_lumo_ha": -0.190}


3.
{"formula": "C5H6NO2S2", "method": "wB97M-V/def2-TZVPD", "symbols": ["C", "C", "C", "C", "C", "N", "O", "O", "S", "S", "H", "H", "H", "H", "H", "H"], "positions_angstrom": [[-0.647, 1.770, -0.503], [-0.571, 0.422, -0.955], [-0.082, 2.074, 0.653], [0.500, -0.298, -0.363], [1.994, -1.988, 0.272], [1.089, -1.350, -0.667], [-2.416, 0.453, 1.315], [-3.383, -0.560, -0.705], [1.002, 0.650, 1.094], [-2.204, -0.502, 0.213], [-1.248, 2.456, -0.934], [-0.937, 0.135, -1.975], [-0.040, 3.004, 1.249], [1.869, -1.643, 1.350], [2.095, -3.086, 0.089], [2.978, -1.538, -0.133]], "nbo_charge": [-0.230, -0.511, -0.335, 0.167, -0.443, -0.518, -0.978, -1.003, 0.096, 1.515, 0.204, 0.245, 0.219, 0.191, 0.198, 0.184], "e_homo_ev": -3.351, "orbital_gap_ev": 6.63, "e_above_lowest_ev": 0.227, "e_tot_ha": -1195.72970, "charge": -1, "e_lumo_ha": 0.121}


4.
{"formula": "C5H14NO2", "method": "wB97M-V/def2-TZVPD", "symbols": ["C", "O", "C", "C", "C", "C", "N", "H", "H", "H", "H", "H", "H", "H", "H", "H", "H", "H", "H", "H", "H", "O"], "positions_angstrom": [[-0.010, -0.660, -1.891], [-1.257, -1.138, -2.318], [0.344, -1.211, -0.523], [1.491, -0.509, 0.195], [1.188, 0.945, 0.597], [-0.191, 1.181, 1.218], [-0.388, 0.477, 2.484], [-0.069, 0.424, -1.808], [0.774, -0.881, -2.641], [0.518, -2.293, -0.576], [-0.567, -1.129, 0.068], [2.385, -0.514, -0.440], [1.735, -1.103, 1.077], [1.943, 1.257, 1.330], [1.299, 1.556, -0.297], [-0.994, 0.948, 0.512], [-0.269, 2.252, 1.414], [-0.720, -0.468, 2.333], [0.465, 0.406, 3.023], [-3.246, 0.184, -0.665], [-1.904, -0.401, -2.002], [-2.527, 0.678, -1.090]], "nbo_charge": [-0.054, -0.810, -0.428, -0.398, -0.406, -0.265, -0.846, 0.165, 0.127, 0.182, 0.213, 0.184, 0.182, 0.170, 0.201, 0.285, 0.164, 0.352, 0.332, 0.410, 0.516, -1.276], "e_homo_ev": -3.567, "orbital_gap_ev": 7.39, "e_above_lowest_ev": 0.166, "e_tot_ha": -404.14845, "charge": -1, "e_lumo_ha": 0.141}


5.
{"formula": "C4H11N2S", "method": "wB97M-V/def2-TZVPD", "symbols": ["C", "N", "C", "C", "S", "C", "N", "H", "H", "H", "H", "H", "H", "H", "H", "H", "H", "H"], "positions_angstrom": [[0.439, -0.982, -1.169], [0.911, 0.218, -0.532], [0.227, 1.465, -0.385], [0.025, 1.848, 1.114], [-0.473, 3.586, 1.158], [-0.192, -2.008, -0.173], [-1.235, -1.478, 0.687], [-0.372, -0.709, -1.850], [1.273, -1.525, -1.603], [1.856, 0.181, -0.234], [-0.788, 1.360, -0.767], [0.711, 2.251, -0.965], [0.931, 1.670, 1.681], [-0.808, 1.250, 1.472], [0.647, -2.391, 0.421], [-0.561, -2.908, -0.671], [-0.831, -1.113, 1.534], [-1.762, -0.717, 0.285]], "nbo_charge": [-0.214, -0.666, -0.205, -0.577, 0.102, -0.227, -0.836, 0.180, 0.195, 0.371, 0.197, 0.183, 0.208, 0.225, 0.178, 0.181, 0.356, 0.348], "e_homo_ev": [-8.416, -8.400], "s_squared": 0.75, "orbital_gap_ev": [9.43, 6.47], "e_above_lowest_ev": 0.690, "e_tot_ha": -666.62638, "spin_multiplicity": 2, "e_lumo_ha": [0.037, -0.071]}


6.
{"formula": "C4H5N2", "method": "wB97M-V/def2-TZVPD", "symbols": ["C", "C", "C", "C", "N", "N", "H", "H", "H", "H", "H"], "positions_angstrom": [[0.208, -1.717, 0.066], [-0.566, 1.448, -0.062], [0.336, -0.313, 0.586], [-0.967, 0.003, 0.013], [-0.897, -1.088, -0.672], [0.768, 0.905, 0.311], [1.000, -2.110, -0.574], [-0.123, -2.473, 0.777], [-0.606, 1.904, -1.053], [-0.990, 2.109, 0.695], [1.838, 1.331, -0.087]], "nbo_charge": [-0.265, -0.234, 0.354, 0.237, -0.195, -0.461, 0.265, 0.278, 0.268, 0.268, 0.484], "e_homo_ev": -15.546, "orbital_gap_ev": 10.02, "e_above_lowest_ev": 4.364, "e_tot_ha": -264.45502, "charge": 1, "e_lumo_ha": -0.203}